[1]
The following is a DFT calculation (ωB97M-V with the def2-TZVPD basis set) of a cluster of 12 separate species, C5H33NO13 in total at a distorted geometry.

Structure (XYZ):
```
52
Properties=species:S:1:pos:R:3:mulliken_charge:R:1
N -1.153 2.561 2.693 -0.64
C -1.451 1.193 2.190 0.08
C -0.560 0.144 2.860 -0.28
O -1.389 -0.688 3.652 -0.64
C -1.136 1.318 0.639 0.42
C -2.428 1.062 -0.187 -0.77
C -2.405 0.128 -1.368 -0.21
O -2.548 -1.072 -1.261 -0.42
H -1.686 3.330 2.326 0.21
H -1.455 2.503 3.762 0.30
H -2.480 0.895 2.197 0.53
H 0.071 -0.505 2.245 -0.14
H 0.100 0.568 3.666 0.44
H -1.942 -1.279 3.050 0.35
H -0.361 0.522 0.503 -0.80
H -0.729 2.295 0.326 0.66
H -2.749 2.075 -0.615 0.30
H -3.285 0.767 0.403 0.45
H -2.262 0.412 -2.380 0.39
O -1.374 -2.094 1.060 -0.51
H -1.030 -1.463 0.393 0.16
H -1.064 -2.909 0.573 0.29
O 1.409 -1.484 -3.117 -0.58
H 2.128 -0.911 -3.421 0.23
H 1.424 -2.116 -3.854 0.25
O -0.713 3.649 -1.966 -0.61
H -1.199 3.216 -2.672 0.29
H 0.088 3.201 -1.677 0.32
O -0.834 -1.033 -3.977 -0.63
H -0.354 -0.822 -3.180 0.43
H -1.556 -0.429 -4.205 0.29
O 1.738 1.935 -2.318 -0.72
H 2.071 2.656 -1.735 0.32
H 2.096 1.152 -1.789 0.42
O -1.717 -4.218 -1.124 -0.61
H -0.960 -4.584 -1.568 0.27
H -2.039 -3.437 -1.574 0.36
O 0.859 -2.572 -0.896 -0.58
H 0.514 -3.169 -1.582 0.13
H 1.164 -1.878 -1.550 0.40
O 2.389 -2.365 1.508 -0.71
H 1.597 -2.425 2.123 0.32
H 1.964 -2.666 0.696 0.33
O 2.038 2.872 2.116 -0.65
H 1.084 2.601 2.275 0.34
H 1.986 3.468 2.854 0.26
O 3.911 -0.014 1.617 -0.77
H 3.561 -0.943 1.582 0.43
H 3.223 0.619 1.677 0.31
O 2.186 0.203 -0.433 -0.53
H 2.288 -0.731 -0.656 0.16
H 2.967 0.462 0.120 0.37
```

Results
energy above the lowest of the compared OMol25 structures with the same formula, charge and spin	478.2	kJ/mol
HOMO-LUMO gap	9.8	eV
total charge	0
E_LUMO	-0.0106	hartree
F_max	0.0929	Eh/bohr
E_HOMO	-10.05	eV
SMILES	N[C@H](CO)CCC=O.O.O.O.O.O.O.O.O.O.O.O

[2]
The following is a DFT calculation (ωB97M-V with the def2-TZVPD basis set) of a structure of composition C48H66CoFN4O3P at a distorted geometry.

Structure (XYZ):
```
124
Properties=species:S:1:pos:R:3:mulliken_charge:R:1
Co -1.666 0.066 -1.145 0.45
C -0.739 1.219 -6.520 -1.44
C -1.566 1.243 -5.226 -0.53
C -3.046 0.989 -5.539 -1.20
C -1.003 0.252 -4.242 0.31
C -0.930 -1.107 -4.527 -0.50
C -0.342 -2.024 -3.665 0.87
C -0.075 -3.416 -4.197 0.06
C 1.223 -3.312 -5.029 -1.61
C -1.185 -4.001 -5.075 -1.79
C 0.154 -1.581 -2.401 0.92
C 0.366 -0.172 -2.237 0.21
C -0.350 0.699 -3.084 -0.98
C 1.589 0.490 -1.591 0.29
C 2.370 -0.277 -0.527 -1.37
C 2.548 0.838 -2.746 -1.39
C 0.562 -2.552 -1.334 -0.44
C 1.705 -3.330 -1.520 0.14
C 2.196 -4.159 -0.526 -1.24
C 1.556 -4.224 0.702 -1.13
C 0.387 -3.504 0.892 0.01
C -0.143 -2.703 -0.119 -0.10
P -1.861 -2.096 0.065 0.41
C -2.914 -3.543 -0.632 2.66
C -2.553 -3.716 -2.105 -2.20
C -4.406 -3.205 -0.535 -1.71
C -2.621 -4.872 0.080 -1.55
C -2.438 -1.801 1.858 2.55
C -3.565 -0.761 1.706 -1.61
C -2.974 -3.060 2.543 -1.79
C -1.356 -1.208 2.761 -1.92
H -1.086 2.007 -7.187 0.48
H -0.848 0.265 -7.039 0.31
H 0.321 1.384 -6.321 0.35
H -1.482 2.241 -4.790 0.44
H -3.211 -0.043 -5.858 0.24
H -3.365 1.650 -6.343 0.53
H -3.666 1.200 -4.668 0.13
H -1.326 -1.466 -5.468 0.65
H 0.113 -4.103 -3.373 0.51
H 1.037 -2.738 -5.938 0.42
H 1.569 -4.305 -5.315 0.45
H 2.025 -2.811 -4.483 0.35
H -1.199 -3.541 -6.063 0.48
H -2.173 -3.892 -4.629 0.25
H -0.998 -5.064 -5.224 0.46
H -0.193 1.768 -2.979 0.99
H 1.258 1.437 -1.159 -0.06
H 1.722 -0.675 0.249 -0.18
H 3.089 0.402 -0.068 0.49
H 2.929 -1.097 -0.972 0.59
H 2.804 -0.050 -3.328 0.28
H 3.470 1.249 -2.334 0.48
H 2.123 1.577 -3.423 0.39
H 2.251 -3.251 -2.451 0.33
H 3.093 -4.737 -0.705 0.47
H 1.937 -4.857 1.491 0.57
H -0.138 -3.595 1.833 0.33
H -2.668 -2.793 -2.670 -0.04
H -3.218 -4.465 -2.538 0.81
H -1.536 -4.085 -2.211 0.52
H -4.626 -2.233 -0.972 -0.03
H -4.777 -3.216 0.488 0.44
H -4.968 -3.959 -1.089 0.53
H -1.574 -4.989 0.353 0.16
H -2.859 -5.681 -0.613 0.51
H -3.233 -5.018 0.965 0.43
H -4.422 -1.152 1.157 0.26
H -3.209 0.140 1.196 0.11
H -3.917 -0.463 2.695 0.53
H -3.874 -3.446 2.074 0.41
H -3.242 -2.792 3.566 0.57
H -2.231 -3.854 2.597 0.27
H -1.028 -0.242 2.407 0.34
H -0.489 -1.859 2.874 0.26
H -1.790 -1.066 3.753 0.65
F 3.033 -0.143 3.981 -0.38
C 2.457 0.987 3.519 0.41
C 1.537 0.852 2.525 -0.71
C 0.830 1.951 2.021 1.10
C -0.132 1.750 0.946 -0.53
O -0.331 0.597 0.458 0.50
C -0.764 2.938 0.506 0.17
C -0.494 4.135 1.106 -0.11
N 0.359 4.319 2.127 -0.01
C 0.360 5.671 2.685 -0.23
C 0.565 6.010 4.131 -0.57
C 1.576 6.443 3.103 -0.57
C 1.081 3.222 2.584 0.00
C 2.078 3.329 3.563 -0.09
C 2.785 2.246 4.069 -0.95
N 3.775 2.443 5.034 0.12
C 4.693 1.369 5.431 -0.68
C 5.799 1.938 6.324 -0.85
N 6.104 3.332 5.881 -0.09
C 4.952 4.251 6.181 -0.80
C 3.641 3.462 6.062 -0.32
C -1.777 2.950 -0.614 -0.24
O -2.044 3.989 -1.170 -0.67
O -2.305 1.790 -0.870 -0.82
H 1.330 -0.133 2.134 0.39
H -1.019 5.005 0.734 0.61
H -0.399 6.254 2.188 0.50
H 0.785 5.223 4.836 0.20
H -0.086 6.766 4.545 0.34
H 2.553 5.983 3.045 0.17
H 1.592 7.489 2.834 0.39
H 2.338 4.303 3.933 0.53
H 5.132 0.937 4.533 0.51
H 4.200 0.563 5.980 0.39
H 6.693 1.322 6.250 0.41
H 5.504 1.982 7.370 0.37
H 6.266 3.319 4.874 0.38
H 6.955 3.681 6.323 0.36
H 4.992 5.081 5.479 0.46
H 5.066 4.642 7.190 0.37
H 2.839 4.158 5.836 0.17
H 3.390 3.001 7.024 0.32
C -5.662 -0.374 -3.202 -1.57
C -4.302 -0.422 -2.738 0.27
N -3.218 -0.476 -2.370 0.71
H -6.318 -0.844 -2.468 0.44
H -5.752 -0.908 -4.149 0.34
H -5.969 0.663 -3.342 0.41
```

Results
<S²>	6.023
HOMO-LUMO gap (spin up / spin down)	8.4 / 5.5	eV
total charge	+3
E_LUMO (spin up / spin down)	-0.2468 / -0.3554	hartree
multiplicity	5
F_max	0.0246	Eh/bohr
E_HOMO (spin up / spin down)	-15.13 / -15.15	eV

[3]
The following is a DFT calculation (ωB97M-V with the def2-TZVPD basis set) of a structure of composition C12H11Cl3O2Tl at a distorted geometry.

Structure (XYZ):
```
29
Properties=species:S:1:pos:R:3:mulliken_charge:R:1
C 0.886 -2.052 0.883 -0.49
C 0.958 -2.094 -0.546 -0.49
C -0.389 -2.083 -1.056 -0.59
H 1.880 -2.089 -1.158 0.43
C -1.285 -2.003 0.070 -0.44
C -0.492 -1.987 1.262 -0.36
H -0.876 -1.855 2.292 0.35
H 1.748 -1.963 1.573 0.38
H -0.684 -2.031 -2.122 0.44
H -2.386 -1.905 0.013 0.44
Tl -0.010 0.198 -0.098 1.19
Cl 0.783 1.271 1.823 -0.46
C 0.109 2.923 -4.715 -0.57
C -1.120 2.284 -5.058 -0.52
C -0.810 1.051 -5.706 -0.52
H -2.121 2.672 -4.864 0.37
C 0.610 0.929 -5.763 -0.55
C 1.178 2.086 -5.152 -0.54
H 2.243 2.295 -5.042 0.37
H 0.211 3.886 -4.214 0.38
H -1.532 0.331 -6.094 0.37
H 1.165 0.098 -6.204 0.38
Cl -3.269 0.063 1.829 -0.16
C -3.013 1.803 1.447 -0.10
Cl -1.945 2.569 2.630 -0.12
C -2.550 2.000 -0.036 0.62
O -3.248 2.760 -0.711 -0.59
O -1.533 1.426 -0.552 -0.56
H -3.972 2.295 1.554 0.36
```

Results
HOMO-LUMO gap (spin up / spin down)	2.8 / 2.8	eV
total charge	-1
E_LUMO (spin up / spin down)	0.0058 / 0.0056	hartree
F_max	0.0561	Eh/bohr
E_HOMO (spin up / spin down)	-2.66 / -2.65	eV

[4]
The following is a DFT calculation (ωB97M-V with the def2-TZVPD basis set) of an isolated molecule of C3H8N2S3 at a distorted geometry.

Structure (XYZ):
```
16
Properties=species:S:1:pos:R:3:mulliken_charge:R:1
C -2.728 -1.206 -0.810 -0.80
S -2.359 0.471 -0.289 0.02
C -1.250 0.138 1.108 -0.86
S 0.201 -0.907 0.710 -0.05
C 1.301 0.286 0.010 0.41
S 0.983 1.902 -0.110 -0.41
N 2.407 -0.221 -0.572 0.02
N 2.930 -1.433 -0.335 -0.72
H -2.834 -1.830 0.067 0.26
H -1.961 -1.608 -1.454 0.27
H -3.647 -1.117 -1.353 0.33
H -0.866 1.101 1.440 0.36
H -1.770 -0.336 1.960 0.44
H 3.035 0.459 -0.989 0.22
H 3.124 -1.683 0.648 0.25
H 2.420 -2.161 -0.777 0.26
```

Results
energy above the lowest of the compared OMol25 structures with the same formula, charge and spin	14.1	kJ/mol
HOMO-LUMO gap	8.8	eV
total charge	0
E_LUMO	0.0160	hartree
F_max	0.0486	Eh/bohr
E_HOMO	-8.40	eV
SMILES	CSCSC(=S)NN